Entry 1:
Molecular formula: ClO4Pb
Method: DFT, wB97M-V/def2-TZVPD

Output
E_HOMO   -12.976 eV
Net charge   +1
Spin multiplicity   1
Strongest force on any atom   9.454 eV/A
Gap between HOMO and LUMO   3.9 eV
E   -25931.44280 eV

Positions of all 6 atoms, in Å:
Pb 1.5643 -2.6998 -0.2216
Cl -1.0670 2.1671 -0.1426
O -0.7276 0.5003 1.9741
O 0.5069 0.9145 2.6191
O 0.0463 -0.7967 -1.2473
O -0.3229 -0.0854 -2.9816

Entry 2:
Molecular formula: ClO5S2
Method: DFT, wB97M-V/def2-TZVPD

Output
E_HOMO (alpha / beta)   -2.073 / -6.070 eV
Net charge   -1
Spin multiplicity   3
Strongest force on any atom   4.713 eV/A
Gap between HOMO and LUMO (alpha / beta)   5.7 / 6.6 eV
E   -44426.10833 eV
Expectation value of S²   2.012

Positions of all 8 atoms, in Å:
O -1.0524 1.3843 -0.8226
O -1.2397 0.9059 1.4980
O 1.0171 1.4146 0.6303
O -0.8622 -2.0553 -0.8754
O 1.0602 -1.5018 0.8888
S -0.3847 1.0148 0.3641
S 0.1653 -0.9745 -0.0938
Cl 1.2963 -0.1880 -1.5896

Entry 3:
Molecular formula: ClPt2
Method: DFT, wB97M-V/def2-TZVPD

Output
E_HOMO (alpha / beta)   -27.705 / -27.306 eV
Net charge   +3
Spin multiplicity   5
Strongest force on any atom   2.579 eV/A
Gap between HOMO and LUMO (alpha / beta)   8.7 / 6.6 eV
E   -18967.29887 eV
Expectation value of S²   6.025

Positions of all 3 atoms, in Å:
Pt -1.0520 -0.6707 -1.3623
Pt 0.9734 -0.5285 1.8192
Cl 0.0785 1.1992 -0.4569

Entry 4:
Molecular formula: ClZn2
Method: DFT, wB97M-V/def2-TZVPD

Output
E_HOMO   -21.015 eV
Net charge   +3
Spin multiplicity   1
Strongest force on any atom   0.523 eV/A
Gap between HOMO and LUMO   2.7 eV
E   -109314.00997 eV

Positions of all 3 atoms, in Å:
Zn -0.2462 3.8659 0.2552
Zn -1.3243 -3.3435 0.5329
Cl 1.5705 -0.5223 -0.7881

Entry 5:
Molecular formula: CoI
Method: DFT, wB97M-V/def2-TZVPD

Output
E_HOMO (alpha / beta)   -7.993 / -9.477 eV
Spin multiplicity   5
Strongest force on any atom   1.441 eV/A
Gap between HOMO and LUMO (alpha / beta)   8.3 / 6.8 eV
E   -45724.27916 eV
Expectation value of S²   6.008

Positions of all 2 atoms, in Å:
Co -1.1249 0.0539 0.7759
I 1.1249 -0.0539 -0.7759

Entry 6:
Molecular formula: CrH12O6
Method: DFT, wB97M-V/def2-TZVPD

Output
E_HOMO (alpha / beta)   -25.505 / -26.040 eV
Net charge   +3
Spin multiplicity   4
Strongest force on any atom   2.847 eV/A
Gap between HOMO and LUMO (alpha / beta)   11.3 / 12.3 eV
E   -40871.61040 eV
Expectation value of S²   3.760

Positions of all 19 atoms, in Å:
Cr 14.5426 7.3991 9.7093
O 13.3678 6.7717 8.3110
H 13.3369 7.0438 7.3847
H 12.4221 6.5087 8.4807
O 13.2206 6.7478 11.0111
H 12.4464 7.1632 11.4231
H 12.9843 5.8336 10.9846
O 15.9372 7.9910 10.9117
H 15.9784 8.5258 11.7038
H 16.8750 7.9192 10.6117
O 13.8629 9.1794 9.4136
H 14.0460 10.0224 9.9229
H 13.0349 9.4820 9.0422
O 15.9242 7.7203 8.1181
H 15.8963 8.3758 7.4305
H 16.4035 7.0322 7.6306
O 15.2833 5.6167 9.5876
H 15.5963 5.1355 10.3576
H 14.9986 4.8846 8.9455

Question: Which value of strongest force on any atom does entry 2 give?
Answer: 4.713 eV/A

Question: Look up the E of the second one.
Answer: -44426.10833 eV